DFT (the ωB97M-V functional and the def2-TZVPD basis) results for a molecular structure, C25H45ClNO2PZr at a distorted geometry.

Values from the calculation:
Net charge: 0
HOMO (spin up / spin down), eV: -6.19 / -6.19
DFT total energy, eV: -55325.896
LUMO energy (spin up / spin down), eV: -1.67 / -1.67
Largest force on an atom, eV/A: 4.7
Multiplicity: 1
Molecular weight, g/mol: 549.29
Kohn-Sham gap (spin up / spin down), eV: 4.516 / 4.516

Each line ends with the Mulliken charge.
Geometry (Å):
Zr (-0.5868, -0.7091, 2.8637)  1.060
P (-0.5087, -0.1641, -0.1473)  0.848
Cl (-2.9913, -1.1628, 2.2177)  -0.532
C (1.0515, -1.9310, 1.4164)  -1.966
H (1.7766, -2.5766, 0.8277)  0.359
H (0.3907, -2.9024, 1.5287)  0.122
C (-1.7500, 1.2252, 0.0513)  -0.166
C (-1.3881, -1.6214, -0.9106)  0.301
C (-2.0791, 2.0695, -1.1988)  -0.722
H (-2.6699, 0.6820, 0.3427)  0.992
C (-3.2767, 2.9980, -0.9028)  -0.900
H (-1.2038, 2.6891, -1.4696)  0.236
H (-2.3227, 1.4382, -2.0700)  0.192
C (-3.0489, 3.8618, 0.3526)  -0.807
H (-3.4607, 3.6371, -1.7836)  0.397
H (-4.1691, 2.3625, -0.7429)  0.370
C (-2.5259, 3.0607, 1.5618)  -0.927
H (-2.3281, 4.6586, 0.1028)  0.304
H (-3.9888, 4.3707, 0.6025)  0.414
C (-1.3570, 2.1589, 1.2198)  0.643
H (-2.2484, 3.7589, 2.3534)  0.427
H (-3.3550, 2.4504, 1.9417)  0.355
H (-0.4939, 2.7732, 0.9112)  0.156
H (-1.0724, 1.6024, 2.1385)  -0.430
C (0.7640, 0.3891, -1.4011)  -0.409
C (-0.3707, -2.6202, -1.4875)  -0.444
H (-1.8734, -2.0851, -0.0315)  0.542
C (-1.0492, -3.8892, -1.9853)  -0.868
H (0.1863, -2.1416, -2.3072)  0.179
H (0.3716, -2.8685, -0.7284)  -0.203
C (-2.2473, -3.6096, -2.9042)  -0.706
H (-0.3122, -4.5025, -2.5077)  0.400
H (-1.4016, -4.4645, -1.1139)  0.337
C (-3.2211, -2.5534, -2.3651)  -0.953
H (-1.8777, -3.2937, -3.8929)  0.315
H (-2.7912, -4.5415, -3.0735)  0.382
C (-2.5200, -1.2783, -1.8840)  -0.577
H (-3.9570, -2.2947, -3.1341)  0.392
H (-3.7638, -2.9836, -1.5072)  0.375
H (-2.1240, -0.7227, -2.7485)  0.138
H (-3.2583, -0.6239, -1.4010)  0.239
C (1.4560, 1.6914, -0.9885)  -0.504
H (1.4994, -0.4391, -1.3524)  0.866
C (2.6249, 2.0205, -1.9087)  -0.908
H (0.7256, 2.5085, -1.0027)  0.344
H (1.8220, 1.6266, 0.0368)  -0.158
C (2.2425, 2.0251, -3.3924)  -0.780
H (3.0319, 2.9966, -1.6316)  0.438
H (3.4179, 1.2772, -1.7503)  0.362
C (1.4284, 0.7965, -3.8166)  -1.044
H (1.6695, 2.9323, -3.6198)  0.339
H (3.1492, 2.0731, -4.0057)  0.413
C (0.2679, 0.4807, -2.8538)  -0.420
H (1.0173, 0.9411, -4.8276)  0.409
H (2.0901, -0.0840, -3.8543)  0.372
H (-0.4848, 1.2774, -2.9325)  0.106
H (-0.2217, -0.4468, -3.1804)  0.119
C (1.5272, 0.1463, 2.4249)  0.492
C (2.2238, -1.0231, 1.6022)  2.407
H (1.1679, 0.9635, 1.7112)  -0.795
C (3.5309, -1.5399, 2.3320)  -0.884
H (2.6476, -0.5639, 0.5736)  -0.312
C (3.4676, -1.4207, 3.8675)  -0.442
H (3.6795, -2.6178, 2.1238)  0.403
H (4.4328, -0.9907, 1.9697)  0.414
C (3.3737, 0.0316, 4.2905)  -0.698
H (2.6494, -1.9870, 4.2569)  -0.047
H (4.3463, -1.8982, 4.3372)  0.430
C (2.2680, 0.8383, 3.5948)  -1.351
H (3.2562, 0.1098, 5.3872)  0.292
H (4.3427, 0.5104, 4.0972)  0.371
H (1.5365, 1.1668, 4.3501)  0.281
H (2.7112, 1.8151, 3.2780)  0.270
O (0.5218, -2.9365, 5.0756)  -0.446
N (0.0746, -2.1441, 4.2740)  0.369
O (-0.4422, -0.7828, 4.8001)  -0.574